# 1
A structure of composition C33H40Br3F3N6O6Yb at a distorted geometry, computed with wB97M-V/def2-TZVPD.

## Properties
spin multiplicity: 2
E_tot: -11241.866920 a.u.
net charge: +1
orbital gap (alpha / beta): 6.6 / 6.6 eV
energy above the lowest of the compared OMol25 structures with the same formula, charge and spin: 31.92 kJ/mol

```
92
Properties=species:S:1:pos:R:3:forces:R:3:lowdin_charge:R:1
Yb 16.338546 10.217531 11.834370 -0.2 -0.4 0.4 1.60
C 8.938349 11.857059 8.368252 0.3 -1.4 -0.3 -0.07
C 10.114373 12.743357 8.671726 0.1 2.2 -0.1 -0.56
C 9.508324 13.721850 9.709850 1.0 -0.2 -0.2 -0.07
C 10.683952 13.629666 7.462145 -0.3 -0.4 1.6 -0.01
C 11.279875 11.964204 9.199704 0.6 -1.3 0.8 -0.19
C 12.051590 12.447719 10.249187 1.0 0.2 0.9 -0.06
C 13.171275 11.707683 10.720143 -2.0 -0.5 -2.0 -0.59
Br 14.187371 12.388553 12.075507 0.9 0.7 1.4 0.94
C 13.571679 10.478617 10.153943 0.7 1.1 0.7 -0.38
O 14.681253 9.884191 10.606145 0.2 0.0 0.1 -0.32
C 12.826161 10.024517 9.080995 -1.2 -1.5 -1.1 -0.09
C 11.654108 10.688799 8.699868 0.4 1.0 -1.3 0.04
C 13.190277 8.742514 8.267797 0.6 -0.6 0.2 -0.49
C 13.532610 7.504879 9.195594 -0.4 1.5 0.4 -0.04
C 12.067204 8.288011 7.322589 1.7 -0.3 -0.8 -0.08
C 14.379678 9.034707 7.315126 1.5 -1.1 2.8 -0.04
H 8.025996 12.400507 8.181928 -0.2 0.3 -0.2 0.08
H 8.762598 11.225702 9.265774 0.0 0.2 -0.6 0.11
H 9.159829 11.213405 7.512137 -0.3 -0.1 0.1 0.08
H 8.666808 14.149798 9.197558 -0.6 0.3 0.1 0.07
H 10.171188 14.568744 9.957036 -0.2 -0.5 0.3 0.08
H 9.182055 13.120383 10.573218 0.1 0.6 0.0 0.10
H 9.892073 14.261258 7.016196 0.5 -0.2 0.3 0.09
H 11.053352 12.926387 6.735526 0.3 0.0 -0.6 0.06
H 11.549447 14.233733 7.880937 -1.1 -0.5 -0.7 0.10
H 11.843887 13.428260 10.745173 0.1 -1.0 -0.6 0.11
H 11.172933 10.299867 7.767574 0.1 0.6 1.3 0.11
H 12.707110 7.395037 9.943049 0.7 -0.2 -0.6 0.11
H 14.469575 7.692417 9.733306 -0.3 0.0 0.0 0.03
H 13.662299 6.612065 8.595730 -0.2 -0.2 -0.1 0.07
H 11.128029 8.323829 7.764900 -1.8 0.0 0.8 0.06
H 12.277836 7.229936 7.093851 -0.1 0.5 -0.4 0.09
H 12.058649 8.900579 6.397497 -0.1 -0.5 0.4 0.10
H 15.319522 9.253749 7.905201 -0.8 -0.5 -0.4 0.09
H 14.212618 9.921111 6.819231 -0.6 1.9 -1.6 0.05
H 14.574494 8.210887 6.639035 0.0 -0.1 -0.2 0.08
Br 14.640488 8.173042 18.544262 0.0 -0.1 0.4 0.85
C 15.008854 8.752932 16.817874 0.3 -0.8 -0.7 -0.68
C 14.510844 9.943282 16.355275 0.4 -0.5 -1.3 -0.08
C 14.740462 10.261840 15.021460 1.3 -0.5 0.0 -0.09
N 15.506959 9.516297 14.198129 -0.7 0.1 -0.2 0.04
C 15.912151 8.298743 14.620187 0.2 0.5 0.3 -0.19
C 15.682037 7.896832 15.935476 -0.2 -0.1 -0.5 -0.04
C 16.581350 7.410212 13.594396 0.1 0.7 0.2 -0.19
C 17.408894 6.346968 13.964441 -0.5 1.1 3.0 -0.06
C 17.921545 5.525551 13.025576 0.8 -0.4 -1.3 -0.68
Br 19.264799 4.254829 13.319679 -0.1 -0.1 0.4 0.84
C 17.567950 5.746274 11.701010 0.5 -0.5 -0.5 -0.10
C 16.838171 6.872704 11.410480 -0.2 0.0 -1.1 -0.13
N 16.404427 7.751723 12.311640 -0.3 -0.3 0.5 0.03
H 13.908229 10.555063 16.953285 -0.7 0.9 0.8 0.10
H 14.383639 11.186042 14.615683 -0.2 0.3 -0.1 0.06
H 15.908063 6.878737 16.218067 0.2 0.1 0.2 0.11
H 17.678414 6.319208 15.055012 -0.2 -0.4 -1.3 0.14
H 17.985837 5.090301 10.919153 -0.5 0.5 0.4 0.12
H 16.566300 7.074907 10.373309 0.2 0.1 0.2 0.11
N 18.374224 9.794966 10.417286 0.3 -1.6 -1.5 -0.02
C 19.222566 11.005757 10.295823 -0.4 0.0 0.3 -0.28
C 20.024204 10.923299 8.981872 -0.4 0.8 0.3 -0.14
C 21.064380 11.985823 8.693668 0.9 0.0 0.5 -0.17
C 22.098748 12.312252 9.803366 0.6 -0.2 0.4 -0.11
N 21.395222 12.998262 10.931953 -0.6 -0.4 -2.2 0.09
C 21.551697 12.990815 12.219353 0.4 1.0 0.9 -0.47
N 20.814092 13.884270 12.923794 -0.6 -0.4 0.9 0.19
N 22.498132 12.342833 12.916122 -0.1 -0.4 0.1 0.21
C 18.289237 12.237180 10.434381 0.3 -0.1 -0.5 -0.59
O 18.704316 13.341255 10.086743 0.4 0.1 0.3 0.04
O 17.147164 11.990745 10.922968 -0.2 0.3 0.2 -0.18
H 18.946133 9.012770 10.776833 -0.3 0.6 0.1 0.10
H 18.212210 9.486385 9.416950 -0.2 0.4 1.4 0.12
H 19.848344 11.068542 11.206707 0.0 -0.3 -0.5 0.14
H 19.304356 10.936357 8.129885 0.4 -0.2 0.5 0.15
H 20.580601 10.007186 8.969474 0.0 -1.0 0.1 0.11
H 20.591764 12.898096 8.435762 -0.5 1.0 -0.3 0.10
H 21.577757 11.642354 7.799876 0.4 0.1 0.0 0.12
H 22.884977 13.002522 9.431756 -0.6 -0.3 0.0 0.13
H 22.680916 11.418536 10.137888 -0.8 0.5 0.0 0.13
H 20.501035 13.429799 10.595179 0.5 -0.4 0.3 0.13
H 20.263556 14.548744 12.379910 0.0 -0.4 0.5 0.13
H 20.458583 13.592724 13.860633 0.3 0.5 -1.2 0.14
H 22.904539 11.456837 12.652149 -0.2 0.2 -0.3 0.12
H 22.457606 12.510122 13.910733 0.2 -0.1 -0.1 0.13
O 16.264666 13.321715 16.134319 -1.9 -0.7 -0.8 0.03
C 17.237284 13.655543 16.549906 1.9 0.7 0.8 -0.01
F 20.934817 9.935008 13.711248 0.4 -0.3 -0.1 0.11
C 19.945889 9.869866 14.639915 0.2 0.7 0.5 -0.54
F 19.630391 8.599389 14.843361 0.1 -0.5 0.0 0.16
F 20.467592 10.338860 15.784614 -0.2 0.1 -0.3 0.15
C 18.749339 10.670213 14.051415 1.5 -1.6 1.2 -0.64
O 18.491876 11.755149 14.463125 -0.5 2.5 0.6 0.08
O 18.225144 9.962320 13.184785 -1.8 -0.8 -2.2 -0.11
```
Positions in Å, forces in eV/Å.

# 2
The ion C3H6FNO2P with charge -1 at a distorted geometry, computed with wB97M-V/def2-TZVPD.

## Properties
E_tot: -764.423147 a.u.
net charge: -1
orbital gap: 7.2 eV
SMILES: [H]/N=C(/[C@@H](C)F)P([O-])O
energy above the lowest of the compared OMol25 structures with the same formula, charge and spin: 277.15 kJ/mol

```
14
Properties=species:S:1:pos:R:3:forces:R:3:lowdin_charge:R:1
C -0.849644 -0.321741 -0.211460 -1.7 -0.3 1.3 -0.42
C 1.395125 -0.507508 -0.572749 1.0 1.3 0.5 -0.07
C 0.157889 -0.244893 -1.312704 -2.5 -0.3 1.0 -0.44
N -1.597044 -1.366831 -0.032348 2.2 1.1 -2.2 0.07
O 0.489241 2.130132 0.743796 -0.6 -0.6 0.0 -0.59
O -1.105884 0.978295 2.353170 -0.1 -0.1 -0.3 -0.38
F -0.035939 -1.240135 -2.291577 0.3 0.3 -0.1 -0.06
P -0.924354 1.519605 0.761527 -0.1 -0.3 -0.9 0.59
H 1.255146 -1.372637 -0.010842 -0.5 -1.6 1.2 0.06
H 2.097433 -0.788793 -1.276741 2.2 -0.1 -1.4 0.05
H 1.723859 0.279245 0.128517 -0.3 0.0 -0.7 0.08
H -0.041425 0.736069 -1.736634 0.8 0.1 -0.6 0.12
H -2.190381 -1.284646 0.740452 -1.0 0.5 1.7 -0.02
H -0.374023 1.483839 2.717593 0.4 -0.1 0.6 -0.01
```
Positions in Å, forces in eV/Å.

# 3
A structure of composition C29H28N4O2PPb, computed with wB97M-V/def2-TZVPD.

## Properties
E_tot: -2025.412417 a.u.
net charge: +1
orbital gap (alpha / beta): 6.5 / 6.6 eV

```
65
Properties=species:S:1:pos:R:3:forces:R:3:lowdin_charge:R:1
Pb -0.080538 -0.044012 -0.297858 -0.1 0.1 0.2 1.31
N 0.590991 2.050551 2.528378 -0.1 0.0 0.3 -0.09
P 0.566013 0.362231 2.449625 -0.1 -0.2 -0.5 0.97
C -0.376276 -0.128977 3.903725 0.1 0.0 0.1 -0.35
C 0.226071 -0.139223 5.162928 0.0 0.0 0.0 -0.09
C -0.516119 -0.471698 6.284149 0.0 0.0 0.0 -0.06
C -1.856909 -0.804737 6.154816 0.0 0.0 0.0 -0.06
C -2.457097 -0.808465 4.903812 0.0 0.0 0.0 -0.06
C -1.720596 -0.471599 3.779067 0.0 0.0 0.0 -0.07
C 2.256354 -0.174968 2.803180 0.0 0.0 0.3 -0.39
C 2.464426 -1.492120 3.212560 0.1 0.0 0.0 -0.12
C 3.750865 -1.981313 3.353546 0.0 0.0 0.0 -0.06
C 4.840630 -1.151867 3.110742 0.0 0.0 0.0 -0.07
C 4.638353 0.169721 2.745462 -0.1 0.0 0.0 -0.07
C 3.347485 0.657744 2.584156 0.1 0.0 -0.1 -0.09
C 0.402734 2.908905 1.458454 0.0 0.1 0.0 -0.39
C 0.282971 4.283136 1.685223 0.0 -0.1 -0.1 0.00
C 0.102798 5.110910 0.605422 0.0 0.1 0.0 -0.04
C 0.054900 4.573214 -0.680317 0.0 0.0 0.0 -0.05
C 0.188310 3.215084 -0.806739 0.0 0.0 0.0 -0.15
N 0.368119 2.388235 0.238290 0.0 -0.1 -0.2 -0.03
H 0.505274 2.473774 3.443204 0.1 0.0 -0.1 0.12
H 1.277715 0.100274 5.267864 0.0 0.0 0.0 0.11
H -0.046639 -0.476671 7.258262 0.0 0.0 0.0 0.11
H -2.433769 -1.068771 7.030314 0.0 0.0 0.0 0.11
H -3.498897 -1.079201 4.801716 0.0 0.0 0.0 0.11
H -2.183070 -0.472999 2.804926 0.0 0.0 -0.1 0.08
H 1.622169 -2.137378 3.430803 0.0 0.0 0.0 0.11
H 3.907922 -3.003822 3.669876 0.0 0.0 0.0 0.11
H 5.846338 -1.530537 3.233567 0.0 0.0 0.0 0.11
H 5.484284 0.823680 2.582510 0.0 0.0 0.0 0.11
H 3.191070 1.683996 2.277484 0.0 0.0 0.0 0.10
H 0.315517 4.670271 2.693192 0.0 0.0 0.0 0.12
H -0.006470 6.175784 0.759189 0.0 0.0 0.0 0.12
H -0.089563 5.193765 -1.550629 0.0 0.0 0.0 0.11
H 0.145606 2.742932 -1.780931 0.0 0.0 0.0 0.10
C 4.821041 0.403777 -0.989155 0.0 0.0 0.0 -0.03
C 4.633716 -1.025362 -0.619105 0.0 0.0 0.0 -0.17
C 5.666700 -1.932123 -0.696097 -0.2 0.0 0.1 -0.02
C 5.424694 -3.269741 -0.396164 0.2 -0.2 0.0 0.00
C 4.175954 -3.767765 -0.022139 0.1 0.2 0.0 -0.02
C 3.111563 -2.906897 0.091002 0.0 0.0 0.0 -0.17
C 1.750781 -3.396216 0.447978 0.0 0.0 0.0 -0.03
C 3.314943 -1.482642 -0.182895 0.2 -0.3 0.0 -0.35
N 2.370533 -0.630903 -0.005554 -0.2 0.2 -0.1 0.03
H 5.860908 0.610579 -1.228904 0.0 0.0 0.0 0.09
H 4.487194 1.056525 -0.184882 0.0 0.0 0.1 0.07
H 4.200329 0.645542 -1.854309 0.0 0.0 0.0 0.10
H 6.655365 -1.622450 -1.004268 0.0 0.0 0.0 0.12
H 6.250371 -3.968228 -0.474732 0.0 0.0 0.0 0.12
H 4.061193 -4.825087 0.171274 0.0 0.0 0.0 0.12
H 1.779161 -4.436890 0.760431 0.0 0.0 0.0 0.09
H 1.081099 -3.316599 -0.412046 0.0 0.0 0.0 0.09
H 1.318065 -2.785543 1.239221 0.0 0.0 0.0 0.06
O -2.250548 -1.550409 0.162605 0.0 0.2 0.0 -0.11
C -2.872883 -0.495161 0.364757 0.1 -0.1 0.0 -0.61
C -4.372438 -0.334746 0.468234 0.0 0.0 0.0 -0.07
C -4.540752 1.166802 0.711148 -0.1 0.0 0.0 -0.07
C -3.116302 1.713976 0.727741 0.1 0.0 0.0 -0.49
O -2.794125 2.863926 0.908132 0.0 0.1 0.0 0.07
N -2.222322 0.675464 0.522964 -0.1 -0.1 -0.1 -0.04
H -4.746322 -0.963492 1.277335 0.0 0.0 0.0 0.12
H -4.834260 -0.694233 -0.451457 0.0 0.0 0.0 0.13
H -5.022153 1.410512 1.658030 0.0 0.0 0.0 0.12
H -5.103776 1.674936 -0.071613 0.0 0.0 0.0 0.13
```
Positions in Å, forces in eV/Å.

# 4
A structure of composition C25H50N2NiP2 at a distorted geometry, computed with wB97M-V/def2-TZVPD.

## Properties
spin multiplicity: 3
E_tot: -3282.947964 a.u.
net charge: 0
orbital gap (alpha / beta): 6.6 / 7.5 eV

```
80
Properties=species:S:1:pos:R:3:forces:R:3:lowdin_charge:R:1
C -2.926036 0.180801 -4.055641 0.0 0.1 0.2 -0.09
C -2.661172 -1.020964 -3.396590 0.2 -0.1 0.0 -0.05
C -1.848105 -1.062665 -2.251638 -0.4 -0.3 -0.5 -0.25
C -1.283731 0.117737 -1.784726 -0.4 0.9 0.5 -0.16
C -1.550851 1.325983 -2.439943 -0.5 -0.4 -0.6 -0.33
C -2.392180 1.367519 -3.554541 0.2 0.1 -0.1 -0.06
C -1.657086 -2.370687 -1.515873 -0.2 0.1 0.2 -0.14
C -0.239116 -2.957682 -1.452839 0.4 0.1 -0.1 -0.19
N 0.842310 -1.984675 -1.361906 -0.1 1.1 0.1 -0.29
Ni -0.196000 0.213424 -0.130167 -0.3 -3.9 0.6 0.21
C -0.868500 2.551177 -1.904144 0.3 0.3 0.3 -0.27
P 0.661298 1.873461 -1.149737 0.5 0.7 -1.4 0.79
H -3.089394 -1.958035 -3.766021 0.1 0.3 0.0 0.10
H -2.603195 2.333905 -4.024656 0.0 -0.4 0.0 0.11
H -3.550685 0.198650 -4.948515 0.1 0.0 0.2 0.10
H -1.436538 3.033695 -1.093422 0.0 0.0 -0.2 0.10
H -0.608796 3.297389 -2.664042 -0.2 0.0 0.1 0.09
H -1.982825 -2.229199 -0.472337 0.1 0.0 -0.4 0.07
H -2.291915 -3.128502 -1.987889 0.0 0.0 0.2 0.11
H -0.181233 -3.583904 -0.557717 0.0 -0.1 -0.2 0.10
C 1.322592 3.230873 -0.148875 0.3 0.3 -0.2 -0.26
C 1.784790 1.819599 -2.567340 0.3 0.5 -0.2 -0.25
H -0.064773 -3.577853 -2.348326 0.0 -0.2 0.2 0.12
C 1.384593 -1.612285 -2.661556 -0.4 -0.3 0.2 -0.09
C 1.892689 -2.331930 -0.428377 -0.2 -0.3 0.2 -0.12
H -0.045170 1.245443 1.081533 0.1 0.6 0.8 0.01
H 1.803351 -2.505696 -3.156591 0.1 0.2 -0.2 0.09
H 0.591815 -1.181993 -3.288144 0.2 -0.2 0.1 0.09
H 2.167301 -0.865763 -2.520131 0.0 -0.1 -0.1 0.06
H 2.420830 -3.253012 -0.747105 0.1 0.2 0.2 0.09
H 2.602587 -1.496893 -0.353391 -0.1 -0.3 0.0 0.08
H 1.437804 -2.479921 0.563815 0.2 0.0 -0.4 0.04
H 1.908398 2.847869 -2.933160 0.2 -0.3 -0.1 0.05
H 2.746460 1.419639 -2.227165 -0.1 0.1 -0.2 0.04
H 1.384820 1.190091 -3.369365 0.0 0.1 0.3 0.05
H 1.444458 4.105763 -0.800752 0.1 0.0 0.4 0.05
H 0.650950 3.473122 0.685361 0.2 -0.1 -0.2 0.04
H 2.297804 2.913187 0.246503 -0.2 0.2 0.0 0.05
H 0.706753 0.953708 1.028533 -0.6 0.3 0.4 0.06
C -1.634213 1.727124 3.203333 0.1 0.3 0.0 -0.10
C -0.690137 0.609049 3.674855 -0.4 -0.4 0.4 -0.59
C 0.758818 1.090460 3.488950 0.6 0.3 0.1 -0.11
C -0.872635 0.427681 5.194866 -0.1 0.5 0.3 -0.10
P -1.097377 -1.009890 2.736042 1.0 -0.5 -2.5 0.91
N -0.559743 -1.099796 1.231747 -0.2 0.9 0.7 -0.25
C -0.272640 -2.491176 3.591874 -0.6 0.3 0.5 -0.60
C -0.885842 -2.834249 4.955098 0.4 -0.4 0.3 -0.09
C -0.374036 -3.727349 2.684592 0.1 -0.2 -0.3 -0.10
C 1.217124 -2.165737 3.751684 0.2 -0.2 0.1 -0.10
C -2.974260 -1.259081 2.686443 0.1 0.4 0.8 -0.60
C -3.563942 -0.351719 1.596884 0.0 0.0 -0.2 -0.09
C -3.322124 -2.701055 2.301687 -0.1 -0.2 -0.1 -0.09
C -3.634926 -0.949558 4.041595 -0.5 -0.2 -0.1 -0.09
H -1.278927 2.671983 3.639711 -0.1 -0.1 0.0 0.09
H -2.665804 1.580522 3.540366 0.3 0.1 -0.1 0.06
H -1.628654 1.846309 2.109165 -0.1 -0.1 0.4 0.06
H 1.028488 1.726858 4.350390 -0.1 -0.4 -0.1 0.09
H 1.484191 0.270524 3.426330 -0.2 0.4 -0.1 0.06
H 0.901441 1.759885 2.634552 -0.1 -0.3 0.3 0.04
H -1.846671 0.012665 5.474142 0.4 0.1 0.0 0.06
H -0.070520 -0.176602 5.636094 -0.2 0.1 -0.1 0.07
H -0.797042 1.430761 5.650140 -0.1 -0.3 0.0 0.09
H -1.924618 -3.180557 4.884907 0.3 0.1 0.0 0.06
H -0.294997 -3.664221 5.374007 -0.2 0.1 0.0 0.09
H -0.830879 -2.005744 5.667265 -0.1 -0.3 -0.1 0.05
H -0.242659 -3.439629 1.633554 -0.1 -0.1 0.3 0.04
H 0.421274 -4.441503 2.949192 -0.1 0.2 0.0 0.09
H -1.321013 -4.263407 2.790232 0.2 0.2 0.0 0.06
H 1.635361 -1.813846 2.798314 -0.1 -0.1 0.3 0.07
H 1.410369 -1.430059 4.539909 0.0 -0.1 -0.2 0.07
H 1.748765 -3.088455 4.032869 -0.1 0.2 0.0 0.09
H -3.029524 -0.501679 0.647403 -0.2 0.1 0.2 0.06
H -4.620719 -0.623635 1.450992 0.2 0.1 0.1 0.09
H -3.531366 0.708327 1.860837 0.0 -0.2 -0.1 0.06
H -3.134049 -3.418899 3.108766 0.0 0.2 -0.2 0.06
H -4.404094 -2.744976 2.095852 0.3 0.1 0.0 0.09
H -2.795728 -3.013891 1.389660 -0.1 0.0 0.3 0.07
H -3.238190 -1.574270 4.854308 -0.2 0.3 -0.2 0.06
H -3.564017 0.107109 4.321044 0.0 -0.3 0.0 0.06
H -4.707689 -1.177647 3.938627 0.2 0.0 0.1 0.09
```
Positions in Å, forces in eV/Å.

no.,M (g mol⁻¹)
1,1086.465
2,138.058
3,702.743
4,499.330